[1]
DFT (wB97M-V/def2-TZVPD) results for the ion C3H9N2O with charge +1.

```
15
Properties=species:S:1:pos:R:3:mulliken_charge:R:1
C -0.600 -0.563 2.066 -0.80
N -0.251 -0.794 0.616 -0.22
C 0.478 0.330 -0.025 -0.66
C 0.370 0.089 -1.565 0.53
N 0.296 1.177 -2.336 -0.36
O 0.516 -1.056 -1.909 -0.54
H -1.504 0.039 2.092 0.35
H -0.514 -1.486 2.626 0.34
H 0.144 0.132 2.453 0.34
H -1.117 -0.907 0.074 0.36
H 0.064 -1.765 0.535 0.38
H 0.007 1.282 0.246 0.38
H 1.430 0.376 0.507 0.41
H 0.390 1.005 -3.332 0.28
H 0.290 2.142 -2.048 0.22
```

Properties
Electronic energy (Ha): -304.208865
Structure (SMILES): C[NH2+]CC(N)=O
Energy relative to the best compared isomer or geometry (same formula, charge and spin) (kJ/mol): 108.94
Net charge: +1
Gap between HOMO and LUMO (eV): 11.268



[2]
DFT (wB97M-V/def2-TZVPD) results for the ion C3H9N2O with charge +1.

```
15
Properties=species:S:1:pos:R:3:mulliken_charge:R:1
C -0.881 -2.175 -0.270 -0.83
N -0.040 -0.986 -0.037 -0.30
O -0.746 -0.160 0.934 -0.22
C -0.273 1.325 0.726 0.13
C 1.210 1.477 0.368 -0.40
N 0.196 1.465 -0.747 -0.17
H -1.791 -2.024 -0.766 0.34
H -0.323 -2.913 -0.886 0.30
H -1.063 -2.588 0.697 0.32
H 0.880 -1.286 0.283 0.22
H -1.028 1.936 1.083 0.40
H 1.673 2.392 0.498 0.32
H 1.844 0.662 0.462 0.24
H -0.019 2.337 -1.137 0.26
H 0.360 0.538 -1.207 0.40
```

Properties
Electronic energy (Ha): -304.057165
Structure (SMILES): CNO[C@H]1C[NH2+]1
Energy relative to the best compared isomer or geometry (same formula, charge and spin) (kJ/mol): 507.22
Net charge: +1
Gap between HOMO and LUMO (eV): 10.909



[3]
DFT (wB97M-V/def2-TZVPD) results for a cluster of 2 separate species, C3H9N2O in total.

```
15
Properties=species:S:1:pos:R:3:mulliken_charge:R:1
C 0.467 -0.153 1.786 0.14
N 1.093 -1.160 1.201 -0.11
C 1.111 -1.525 -0.218 -0.90
O -0.270 0.678 1.240 -0.68
H 0.631 -0.099 2.861 0.38
H 1.705 -1.687 1.789 0.24
H 1.757 -0.849 -0.777 0.31
H 0.094 -1.556 -0.597 0.35
H 1.556 -2.513 -0.266 0.31
C -1.906 1.769 -1.160 -0.17
N -0.797 1.155 -1.214 -0.10
H -2.387 2.117 -2.062 0.29
H -2.358 1.913 -0.186 0.30
H -0.333 0.815 -0.276 0.42
H -0.361 1.093 -2.122 0.24
```

Properties
Electronic energy (Ha): -304.208699
Energy relative to the best compared isomer or geometry (same formula, charge and spin) (kJ/mol): 109.37
Net charge: +1
Gap between HOMO and LUMO (eV): 9.982



[4]
DFT (wB97M-V/def2-TZVPD) results for a cluster of 2 separate species, C3H9N2O in total.

```
15
Properties=species:S:1:pos:R:3:mulliken_charge:R:1
C -0.203 -0.994 2.166 0.16
N -1.400 -0.404 2.127 -0.29
O 0.718 -0.839 1.369 -0.67
H -0.068 -1.682 3.005 0.36
H -2.061 -0.578 2.865 0.24
H -1.574 0.377 1.512 0.21
C 1.526 0.876 -1.558 -0.80
C -0.742 0.086 -1.625 -0.11
N 0.348 0.193 -0.998 0.12
H 2.268 0.127 -1.815 0.32
H 1.918 1.556 -0.806 0.32
H 1.241 1.430 -2.442 0.34
H -0.879 0.554 -2.591 0.26
H -1.568 -0.474 -1.199 0.29
H 0.475 -0.228 -0.011 0.26
```

Properties
Electronic energy (Ha): -304.214835
Energy relative to the best compared isomer or geometry (same formula, charge and spin) (kJ/mol): 93.26
Net charge: +1
Gap between HOMO and LUMO (eV): 10.588



[5]
DFT (wB97M-V/def2-TZVPD) results for a cluster of 2 separate species, C3H9N2O in total.

```
15
Properties=species:S:1:pos:R:3:mulliken_charge:R:1
O 1.164 2.125 0.793 -0.40
C 0.475 3.022 1.199 -0.08
H -0.096 2.929 2.137 0.22
H 0.421 4.017 0.735 0.24
C 0.249 -0.971 -0.387 -0.18
C -0.958 -1.441 -0.762 -0.23
N -1.664 -2.301 0.227 -0.32
N 1.076 -0.278 -1.205 -0.48
H 0.647 -1.164 0.604 0.23
H -1.529 -1.271 -1.657 0.37
H -1.790 -3.278 -0.049 0.35
H -1.172 -2.305 1.122 0.34
H -2.582 -1.909 0.443 0.36
H 0.656 0.150 -2.019 0.25
H 1.660 0.391 -0.721 0.31
```

Properties
Electronic energy (Ha): -304.163329
Energy relative to the best compared isomer or geometry (same formula, charge and spin) (kJ/mol): 228.49
Net charge: +1
Gap between HOMO and LUMO (eV): 9.601



[6]
DFT (wB97M-V/def2-TZVPD) results for a cluster of 2 separate species, C3H9N2O2 in total.

```
16
Properties=species:S:1:pos:R:3:mulliken_charge:R:1
C -1.748 1.169 0.089 -1.40
C -1.204 -1.312 0.234 -1.35
C -0.835 0.030 -0.452 0.64
N 3.160 -0.858 -0.156 -0.06
N 0.557 0.203 -0.267 0.26
O 3.053 0.377 0.111 -0.07
O 1.115 1.128 0.242 -0.38
H -2.162 0.882 0.990 0.44
H -1.164 2.037 0.246 0.41
H -2.509 1.583 -0.610 0.31
H -0.864 -2.137 -0.326 0.40
H -2.310 -1.132 0.428 0.37
H -0.766 -1.479 1.151 0.41
H -0.696 -0.248 -1.600 0.26
H 3.551 -0.890 -1.057 0.29
H 2.822 0.645 0.977 0.44
```

Properties
Electronic energy (Ha): -379.154540
Energy relative to the best compared isomer or geometry (same formula, charge and spin) (kJ/mol): 919.65
Net charge: +1
Gap between HOMO and LUMO (alpha / beta) (eV): 8.865 / 6.886



[7]
DFT (wB97M-V/def2-TZVPD) results for a cluster of 3 separate species, C3H9N2O2 in total.

```
16
Properties=species:S:1:pos:R:3:mulliken_charge:R:1
C -1.039 0.787 -0.127 -0.24
C -1.840 0.540 0.930 -0.45
N -1.530 -0.766 1.297 -0.02
C -0.635 -1.281 0.474 -0.14
N -0.304 -0.334 -0.396 0.06
H -0.860 1.639 -0.746 0.46
H -2.414 1.153 1.600 0.38
H -1.966 -1.232 2.079 0.22
H -0.320 -2.304 0.579 0.37
H 0.518 -0.406 -0.998 0.36
H 2.334 2.385 -0.074 0.29
H 1.669 2.624 -1.407 0.33
O 1.488 2.275 -0.525 -0.61
H 3.087 -1.058 -1.037 0.31
H 2.247 -2.347 -1.162 0.31
O 2.183 -1.390 -1.079 -0.64
```

Properties
Electronic energy (Ha): -379.487096
Energy relative to the best compared isomer or geometry (same formula, charge and spin) (kJ/mol): 46.52
Net charge: +1
Gap between HOMO and LUMO (eV): 11.425



[8]
DFT (wB97M-V/def2-TZVPD) results for the ion C3H9N2O2 with charge +1.

```
16
Properties=species:S:1:pos:R:3:mulliken_charge:R:1
C 1.337 -0.137 0.691 -1.13
C 0.097 -0.326 -0.258 0.36
C -0.211 0.924 -1.060 -1.62
N -1.118 -0.828 0.341 0.78
O -1.125 -1.883 1.203 -0.40
N -1.985 0.069 0.382 -0.30
O -3.140 -0.131 0.906 -0.32
H 1.399 0.967 0.834 0.33
H 1.258 -0.639 1.608 0.43
H 2.282 -0.520 0.326 0.34
H 0.326 -1.045 -0.943 0.29
H 0.718 1.083 -1.517 0.47
H -0.599 1.683 -0.428 0.41
H -0.926 0.749 -1.801 0.48
H -0.352 -2.560 0.954 0.45
H -3.725 0.608 0.688 0.44
```

Properties
Electronic energy (Ha): -379.260269
Structure (SMILES): CC(C)/[N+](O)=N/O
Energy relative to the best compared isomer or geometry (same formula, charge and spin) (kJ/mol): 642.06
Net charge: +1
Gap between HOMO and LUMO (eV): 10.926



[9]
DFT (wB97M-V/def2-TZVPD) results for the ion C3H9N2O2 with charge +1.

```
16
Properties=species:S:1:pos:R:3:mulliken_charge:R:1
C -1.412 0.784 -1.480 -1.18
C -0.442 0.673 -0.449 1.06
N 0.584 1.456 -0.699 -0.36
N -0.344 -0.316 0.401 -0.25
C 0.859 -0.819 1.326 -0.06
O 1.727 -1.289 0.379 -0.48
O 0.263 -1.805 1.993 -0.52
H -2.059 -0.137 -1.503 0.30
H -0.869 1.083 -2.439 0.33
H -2.084 1.677 -1.319 0.34
H 0.455 2.099 -1.420 0.19
H 1.269 1.559 0.076 0.23
H -1.108 -0.976 0.353 0.24
H 1.258 0.052 1.851 0.40
H 1.500 -2.160 -0.080 0.35
H 0.405 -1.878 3.009 0.39
```

Properties
Electronic energy (Ha): -379.442960
Structure (SMILES): C/C(N)=[NH+]/C(O)O
Energy relative to the best compared isomer or geometry (same formula, charge and spin) (kJ/mol): 162.41
Net charge: +1
Gap between HOMO and LUMO (eV): 11.763



[10]
DFT (wB97M-V/def2-TZVPD) results for a structure of composition C3H9N2O2P.

```
17
Properties=species:S:1:pos:R:3:mulliken_charge:R:1
C 1.296 1.171 0.692 -0.36
C 1.939 1.108 -0.707 -0.26
C -1.910 -0.514 0.112 -0.63
N 1.180 -2.460 0.678 -0.65
N -0.928 -0.382 -0.907 -0.62
O 0.989 -0.133 1.139 -0.37
O 1.927 -0.281 -0.935 -0.36
P 0.952 -1.111 -0.025 0.86
H 1.922 1.567 1.515 0.37
H 0.310 1.660 0.452 0.20
H 1.412 1.544 -1.526 0.30
H 3.008 1.511 -0.574 0.22
H -1.744 -1.438 0.647 0.30
H -1.692 0.353 0.660 0.23
H -3.005 -0.542 -0.235 0.27
H 1.551 -3.127 0.064 0.23
H -0.884 -1.152 -1.655 0.26
```

Properties
Electronic energy (Ha): -720.984760
Energy relative to the best compared isomer or geometry (same formula, charge and spin) (kJ/mol): 423.84
Gap between HOMO and LUMO (eV): 9.307



Maximum force values, unit eV/Å, following the record order: 2.8; 7.0; 0.7; 0.6; 1.1; 4.3; 1.1; 3.2; 4.1; 5.8.